(1)
The following is a DFT calculation (the ωB97M-V functional and the def2-TZVPD basis) of one molecule with the formula C6H10O in a non-equilibrium geometry.

Each line ends with the Mulliken charge.
CARTESIAN COORDINATES (ANGSTROEM)
1 C -0.034 0.586 2.228  -0.437
2 O 1.006 0.934 1.480  -0.483
3 C 0.375 1.034 -0.151  -0.039
4 C 1.132 0.287 -1.048  -0.447
5 C 0.623 -1.091 -1.330  -0.469
6 C -0.832 -1.023 -0.858  -0.568
7 C -0.921 0.364 -0.260  -0.573
8 H -0.491 1.424 2.801  0.242
9 H 0.164 -0.260 2.901  0.254
10 H -0.918 0.158 1.415  0.132
11 H 0.411 2.115 -0.155  0.394
12 H 2.056 0.662 -1.494  0.376
13 H 0.662 -1.304 -2.406  0.315
14 H 1.213 -1.879 -0.840  0.299
15 H -1.514 -1.104 -1.716  0.264
16 H -1.090 -1.836 -0.164  0.298
17 H -1.842 0.934 -0.403  0.444

The gap between HOMO and LUMO (alpha / beta) is 7.8 / 7.8 eV. As for the calculated total energy: -309.68386 Eh. The value obtained for the HOMO energy (alpha / beta) is -8.238 / -8.204 eV. For the molar mass, the calculation gives 98.14 g mol⁻¹. The energy relative to the best compared isomer or geometry (same formula, charge and spin) comes out at 99.5 kcal per mole. The charge is 0. As for the spin multiplicity: 1.



(2)
The following is a DFT calculation (the ωB97M-V functional and the def2-TZVPD basis) of one molecule with the formula C6H10O.

Each line ends with the Mulliken charge.
CARTESIAN COORDINATES (ANGSTROEM)
1 C -1.009 -1.441 -0.756  -1.291
2 C -0.038 -0.353 -1.206  0.446
3 O -0.688 0.915 -1.236  -0.444
4 C -0.055 1.596 -0.254  -0.195
5 C -0.127 1.075 1.175  -0.624
6 C 0.987 0.045 1.168  -0.541
7 C 1.159 -0.151 -0.312  -0.659
8 H -0.956 -1.610 0.328  0.284
9 H -2.018 -1.111 -1.000  0.306
10 H -0.807 -2.388 -1.258  0.355
11 H 0.305 -0.510 -2.240  0.382
12 H -0.306 2.663 -0.373  0.388
13 H -1.099 0.597 1.357  0.250
14 H 0.003 1.880 1.906  0.360
15 H 1.912 0.509 1.530  0.318
16 H 0.816 -0.853 1.785  0.311
17 H 1.926 -0.907 -0.559  0.354

The gap between HOMO and LUMO (alpha / beta) is 8.2 / 8.5 eV. As for the calculated total energy: -309.71503 Eh. The value obtained for the HOMO energy (alpha / beta) is -7.736 / -7.934 eV. For the molar mass, the calculation gives 98.14 g mol⁻¹. The energy relative to the best compared isomer or geometry (same formula, charge and spin) comes out at 79.9 kcal per mole. The charge is 0. As for the spin multiplicity: 1.



(3)
The following is a DFT calculation (the ωB97M-V functional and the def2-TZVPD basis) of C6H10O as an isolated structure.

Each line ends with the Mulliken charge.
CARTESIAN COORDINATES (ANGSTROEM)
1 C 1.931 -0.655 0.060  -1.397
2 C 0.722 0.139 0.521  0.274
3 C 0.460 1.458 -0.315  -0.468
4 C -1.106 1.749 -0.564  -0.634
5 C -1.261 0.622 -0.020  -0.072
6 C -0.643 -0.633 0.425  -0.075
7 O -0.703 -1.706 -0.478  -0.544
8 H 1.809 -1.008 -0.969  0.285
9 H 2.823 -0.019 0.096  0.395
10 H 2.101 -1.529 0.697  0.374
11 H 0.839 0.430 1.571  0.324
12 H 0.910 1.387 -1.311  0.299
13 H 0.884 2.323 0.198  0.352
14 H -3.559 -0.357 -0.220  0.020
15 H -3.615 0.175 0.297  0.041
16 H -0.978 -1.026 1.384  0.417
17 H -0.615 -1.350 -1.372  0.407

The gap between HOMO and LUMO is 10.2 eV. As for the calculated total energy: -309.65132 Eh. The value obtained for the HOMO energy is -9.480 eV. For the molar mass, the calculation gives 98.14 g mol⁻¹. The energy relative to the best compared isomer or geometry (same formula, charge and spin) comes out at 119.9 kcal per mole. The charge is 0. As for the spin multiplicity: 1.



(4)
The following is a DFT calculation (the ωB97M-V functional and the def2-TZVPD basis) of C6H10O as an isolated structure in a non-equilibrium geometry.

Each line ends with the Mulliken charge.
CARTESIAN COORDINATES (ANGSTROEM)
1 O 0.183 1.967 -0.372  -0.599
2 C -0.420 0.924 -1.078  0.185
3 C 0.395 -0.328 -1.364  -0.676
4 C 1.110 -0.869 -0.120  -0.763
5 C 0.133 -1.026 1.055  -0.493
6 C -0.600 0.293 1.314  -0.587
7 C -1.191 0.967 0.156  -0.424
8 H 0.157 1.168 1.158  0.280
9 H -0.958 1.285 -1.954  0.418
10 H 1.117 -0.104 -2.159  0.345
11 H -0.297 -1.087 -1.759  0.308
12 H 1.908 -0.169 0.160  0.306
13 H 1.590 -1.829 -0.350  0.344
14 H -0.570 -1.844 0.842  0.309
15 H 0.680 -1.311 1.964  0.314
16 H -1.177 0.355 2.239  0.379
17 H -2.061 1.608 0.267  0.354

The gap between HOMO and LUMO is 9.9 eV. As for the calculated total energy: -309.76018 Eh. The value obtained for the HOMO energy is -9.035 eV. For the molar mass, the calculation gives 98.14 g mol⁻¹. The energy relative to the best compared isomer or geometry (same formula, charge and spin) comes out at 51.6 kcal per mole. The charge is 0. As for the spin multiplicity: 1.



(5)
The following is a DFT calculation (the ωB97M-V functional and the def2-TZVPD basis) of one molecule with the formula C6H10O in a non-equilibrium geometry.

Each line ends with the Mulliken charge.
CARTESIAN COORDINATES (ANGSTROEM)
1 C 2.018 -0.527 -0.215  -1.142
2 C 0.904 0.211 0.584  -0.020
3 C -0.032 1.344 -0.171  -0.686
4 C -1.545 1.170 -0.546  -0.310
5 C -1.951 -0.016 -0.138  -0.588
6 C -0.749 -0.586 0.635  -0.102
7 O -0.538 -1.921 0.409  -0.566
8 H 2.281 -0.064 -1.177  0.310
9 H 2.988 -0.678 0.311  0.316
10 H 1.649 -1.544 -0.405  0.280
11 H 1.088 -0.058 1.633  0.313
12 H 0.474 1.306 -1.124  0.247
13 H 0.065 2.276 0.346  0.377
14 H -2.134 1.953 -1.057  0.398
15 H -2.942 -0.499 -0.226  0.422
16 H -0.929 -0.346 1.685  0.375
17 H -0.648 -2.021 -0.544  0.376

The gap between HOMO and LUMO is 9.1 eV. Its SMILES is C[C@H]1CC=C[C@H]1O. As for the calculated total energy: -309.70586 Eh. The value obtained for the HOMO energy is -8.166 eV. For the molar mass, the calculation gives 98.14 g mol⁻¹. The energy relative to the best compared isomer or geometry (same formula, charge and spin) comes out at 85.7 kcal per mole. The charge is 0. As for the spin multiplicity: 1.



(6)
The following is a DFT calculation (the ωB97M-V functional and the def2-TZVPD basis) of one molecule with the formula C6H10O.

Each line ends with the Mulliken charge.
CARTESIAN COORDINATES (ANGSTROEM)
1 C -2.108 -0.275 0.328  -1.148
2 C -0.729 0.194 0.649  0.084
3 O 0.059 -1.639 1.195  -0.693
4 C 0.889 -1.212 0.284  0.094
5 C 0.554 -0.820 -1.121  -0.803
6 C 0.368 0.372 -0.227  0.779
7 C 1.305 1.545 -0.151  -1.338
8 H -2.713 0.624 0.135  0.370
9 H -2.149 -0.913 -0.554  0.248
10 H -2.544 -0.804 1.178  0.321
11 H -0.654 0.729 1.598  0.316
12 H 1.971 -1.352 0.454  0.339
13 H 1.406 -0.761 -1.795  0.293
14 H -0.325 -1.265 -1.586  0.170
15 H 1.055 2.320 -0.888  0.298
16 H 1.273 2.012 0.842  0.349
17 H 2.342 1.244 -0.341  0.321

The gap between HOMO and LUMO is 7.6 eV. As for the calculated total energy: -309.70817 Eh. The value obtained for the HOMO energy is -7.451 eV. For the molar mass, the calculation gives 98.14 g mol⁻¹. The energy relative to the best compared isomer or geometry (same formula, charge and spin) comes out at 84.2 kcal per mole. The charge is 0. As for the spin multiplicity: 1.



(7)
The following is a DFT calculation (the ωB97M-V functional and the def2-TZVPD basis) of one molecule with the formula C6H10O.

Each line ends with the Mulliken charge.
CARTESIAN COORDINATES (ANGSTROEM)
1 C 1.782 1.385 0.250  -1.541
2 C 0.509 0.864 -0.396  0.563
3 C -0.696 0.652 0.564  -0.945
4 C -0.751 -0.803 0.114  0.838
5 C -1.900 -1.686 -0.058  -0.480
6 O -0.961 -1.883 0.997  -0.528
7 C 0.500 -0.652 -0.744  -0.946
8 H 2.053 0.764 1.115  0.354
9 H 2.622 1.366 -0.453  0.365
10 H 1.654 2.414 0.604  0.366
11 H 0.242 1.484 -1.259  0.359
12 H -0.430 0.751 1.622  0.275
13 H -1.591 1.251 0.364  0.286
14 H -2.890 -1.356 0.257  0.236
15 H -1.886 -2.446 -0.841  0.236
16 H 0.389 -0.909 -1.803  0.285
17 H 1.356 -1.197 -0.332  0.275

The gap between HOMO and LUMO is 11.1 eV. Its SMILES is C[C@H]1C[C@]2(CO2)C1. As for the calculated total energy: -309.79166 Eh. The value obtained for the HOMO energy is -10.016 eV. For the molar mass, the calculation gives 98.14 g mol⁻¹. The energy relative to the best compared isomer or geometry (same formula, charge and spin) comes out at 31.8 kcal per mole. The charge is 0. As for the spin multiplicity: 1.



(8)
The following is a DFT calculation (the ωB97M-V functional and the def2-TZVPD basis) of C6H10O as an isolated structure in a non-equilibrium geometry.

Each line ends with the Mulliken charge.
CARTESIAN COORDINATES (ANGSTROEM)
1 C 1.037 0.433 1.289  -0.343
2 C 0.320 1.370 0.745  -1.220
3 C 0.421 -0.543 0.301  0.141
4 C -0.405 0.596 -0.207  1.383
5 C 1.361 -1.368 -0.594  -1.608
6 C -1.962 0.512 0.088  -1.452
7 O -0.194 0.872 -1.566  -0.602
8 H 1.623 0.283 2.204  0.350
9 H 0.286 2.346 0.938  0.605
10 H -0.232 -1.208 0.938  0.220
11 H 2.021 -0.957 -1.372  0.371
12 H 0.729 -2.056 -1.276  0.375
13 H 1.942 -2.000 0.068  0.389
14 H -2.443 -0.211 -0.480  0.420
15 H -2.467 1.502 -0.215  0.326
16 H -2.288 0.264 1.151  0.324
17 H 0.251 0.165 -2.011  0.320

The gap between HOMO and LUMO is 10.6 eV. As for the calculated total energy: -309.75550 Eh. The value obtained for the HOMO energy is -9.596 eV. For the molar mass, the calculation gives 98.14 g mol⁻¹. The energy relative to the best compared isomer or geometry (same formula, charge and spin) comes out at 54.5 kcal per mole. The charge is 0. As for the spin multiplicity: 1.



(9)
The following is a DFT calculation (the ωB97M-V functional and the def2-TZVPD basis) of C6H10O as an isolated structure.

Each line ends with the Mulliken charge.
CARTESIAN COORDINATES (ANGSTROEM)
1 C -2.328 -0.363 0.110  -1.289
2 C -1.081 -0.132 -0.692  -0.036
3 C 0.158 1.199 0.454  -0.957
4 C 1.070 0.051 0.111  0.961
5 C 2.403 0.202 -0.465  -0.467
6 O 2.216 -0.226 0.883  -0.532
7 C 0.083 -1.029 -0.271  -0.743
8 H -2.176 -0.632 1.169  0.356
9 H -3.044 0.461 0.037  0.354
10 H -2.803 -1.238 -0.362  0.356
11 H -0.646 1.096 -0.542  0.265
12 H 0.555 2.210 0.304  0.391
13 H -0.316 1.105 1.434  0.283
14 H 2.775 -0.562 -1.148  0.244
15 H 2.841 1.193 -0.584  0.232
16 H -0.137 -1.633 0.624  0.243
17 H 0.429 -1.703 -1.063  0.339

The gap between HOMO and LUMO is 8.8 eV. As for the calculated total energy: -309.66336 Eh. The value obtained for the HOMO energy is -7.970 eV. For the molar mass, the calculation gives 98.14 g mol⁻¹. The energy relative to the best compared isomer or geometry (same formula, charge and spin) comes out at 112.3 kcal per mole. The charge is 0. As for the spin multiplicity: 1.



(10)
The following is a DFT calculation (the ωB97M-V functional and the def2-TZVPD basis) of a 2-piece molecular cluster, C6H10O overall in a non-equilibrium geometry.

Each line ends with the Mulliken charge.
CARTESIAN COORDINATES (ANGSTROEM)
1 O 2.207 -0.123 3.043  -0.123
2 C 2.793 -0.967 2.557  0.097
3 C 1.625 -0.336 -0.513  -1.020
4 C 0.452 0.240 0.276  -0.422
5 C -0.717 0.594 -0.616  -0.117
6 C -1.713 -0.464 -0.993  -0.595
7 C -2.108 0.648 -0.059  -0.632
8 H 2.449 -0.639 0.144  0.240
9 H 2.024 0.400 -1.220  0.303
10 H 1.314 -1.217 -1.085  0.300
11 H 0.777 1.131 0.831  0.282
12 H 0.115 -0.487 1.030  0.288
13 H -0.487 1.325 -1.391  0.399
14 H -2.123 -0.464 -2.000  0.265
15 H -1.577 -1.457 -0.568  0.241
16 H -2.789 1.410 -0.427  0.261
17 H -2.243 0.405 0.992  0.233

The gap between HOMO and LUMO is 11.4 eV. As for the calculated total energy: -309.81623 Eh. The value obtained for the HOMO energy is -10.210 eV. For the molar mass, the calculation gives 98.14 g mol⁻¹. The energy relative to the best compared isomer or geometry (same formula, charge and spin) comes out at 16.4 kcal per mole. The charge is 0. As for the spin multiplicity: 1.



(11)
The following is a DFT calculation (the ωB97M-V functional and the def2-TZVPD basis) of one molecule with the formula C6H10O.

Each line ends with the Mulliken charge.
CARTESIAN COORDINATES (ANGSTROEM)
1 C -2.124 -0.300 0.045  -1.405
2 C -1.107 0.755 -0.330  0.259
3 C -0.115 1.275 0.676  -0.778
4 C 0.358 0.458 -0.494  -0.037
5 C 0.967 -0.902 -0.249  -0.620
6 C 2.443 -0.773 0.071  0.006
7 O 3.155 0.089 -0.387  -0.476
8 H -3.086 0.166 0.284  0.391
9 H -1.815 -0.874 0.925  0.279
10 H -2.292 -1.007 -0.776  0.302
11 H -1.486 1.497 -1.031  0.359
12 H 0.122 2.334 0.707  0.259
13 H -0.107 0.788 1.650  0.246
14 H 0.870 1.009 -1.279  0.325
15 H 0.886 -1.544 -1.141  0.302
16 H 0.469 -1.443 0.564  0.246
17 H 2.861 -1.529 0.766  0.343

The gap between HOMO and LUMO is 10.8 eV. Its SMILES is C[C@H]1C[C@H]1CC=O. As for the calculated total energy: -309.81508 Eh. The value obtained for the HOMO energy is -9.690 eV. For the molar mass, the calculation gives 98.14 g mol⁻¹. The energy relative to the best compared isomer or geometry (same formula, charge and spin) comes out at 17.1 kcal per mole. The charge is 0. As for the spin multiplicity: 1.



(12)
The following is a DFT calculation (the ωB97M-V functional and the def2-TZVPD basis) of C6H10O as an isolated structure in a non-equilibrium geometry.

Each line ends with the Mulliken charge.
CARTESIAN COORDINATES (ANGSTROEM)
1 C -1.409 1.149 -1.185  -1.129
2 C -0.096 0.384 -1.086  -0.395
3 C 0.299 0.148 0.376  1.104
4 C 1.368 -0.845 0.597  -1.086
5 O 0.387 1.189 1.153  -0.716
6 C -0.503 -1.061 0.938  -1.277
7 C -1.246 -1.926 1.344  0.564
8 H -1.616 1.444 -2.219  0.360
9 H -1.357 2.047 -0.564  0.297
10 H -2.245 0.536 -0.830  0.283
11 H 0.725 0.978 -1.510  0.246
12 H -0.144 -0.563 -1.639  0.320
13 H 1.723 -0.976 1.615  0.454
14 H 1.631 -1.610 -0.134  0.327
15 H 2.484 0.619 0.566  0.117
16 H 1.909 1.166 0.863  0.047
17 H -1.910 -2.678 1.716  0.485

The gap between HOMO and LUMO is 8.9 eV. As for the calculated total energy: -309.61276 Eh. The value obtained for the HOMO energy is -9.419 eV. For the molar mass, the calculation gives 98.14 g mol⁻¹. The energy relative to the best compared isomer or geometry (same formula, charge and spin) comes out at 144.1 kcal per mole. The charge is 0. As for the spin multiplicity: 1.